This record from the OMol25 dataset describes a structure of composition C33H71ClN5. The level of theory is the ωB97M-V functional and the def2-TZVPD basis.

XYZ file:
```
110
Properties=species:S:1:pos:R:3
C 2.561 -3.641 5.470
C 1.984 -2.521 4.589
C 2.431 -2.569 3.142
C 1.974 -1.262 2.371
N 1.653 -1.569 0.848
C 0.732 -2.877 0.602
C -0.046 -2.552 -0.681
C -0.366 -1.059 -0.563
C 0.834 -0.409 0.203
C 2.921 -1.731 0.084
H 2.096 -3.734 6.452
H 3.630 -3.523 5.646
H 2.517 -4.679 5.141
H 2.161 -1.515 4.970
H 0.896 -2.453 4.574
H 2.110 -3.471 2.621
H 3.516 -2.648 3.215
H 2.444 -0.296 2.558
H 0.984 -1.040 2.770
H 1.161 -3.879 0.613
H 0.077 -2.869 1.473
H 0.584 -2.580 -1.570
H -0.920 -3.191 -0.807
H -0.376 -0.663 -1.579
H -1.224 -0.781 0.049
H 1.450 0.111 -0.530
H 0.700 0.376 0.948
H 3.561 -0.887 0.341
H 2.765 -1.735 -0.995
H 3.423 -2.612 0.485
C 0.569 2.801 1.742
C 1.963 2.472 2.143
C 2.646 1.544 1.237
C 2.694 2.148 -0.187
N 3.928 1.593 -1.004
C 5.285 2.135 -0.557
C 6.151 2.214 -1.785
C 5.245 2.292 -2.970
C 3.804 2.266 -2.458
C 3.955 0.063 -1.256
H -0.105 2.131 2.277
H 0.380 2.966 0.681
H 0.198 3.665 2.293
H 2.066 1.925 3.080
H 2.633 3.312 2.324
H 2.061 0.650 1.022
H 3.638 1.239 1.573
H 2.942 3.209 -0.157
H 1.839 1.959 -0.836
H 5.614 1.529 0.287
H 5.097 3.132 -0.158
H 6.798 1.342 -1.881
H 6.905 3.000 -1.746
H 5.284 1.370 -3.550
H 5.384 3.146 -3.633
H 3.215 1.767 -3.228
H 3.526 3.314 -2.342
H 2.936 -0.173 -1.564
H 4.179 -0.354 -0.275
H 4.716 -0.379 -1.899
C -4.387 -3.855 0.948
C -5.233 -2.532 1.070
C -4.514 -1.146 0.710
C -3.110 -0.943 1.264
N -2.509 0.481 0.922
C -1.318 0.826 1.748
C -1.380 2.351 1.966
C -2.717 2.827 1.359
C -3.571 1.576 1.266
C -2.023 0.510 -0.588
H -3.882 -3.877 -0.018
H -4.977 -4.742 1.181
H -3.577 -3.734 1.666
H -5.516 -2.500 2.123
H -6.144 -2.562 0.473
H -5.156 -0.281 0.880
H -4.321 -1.138 -0.363
H -2.416 -1.715 0.933
H -3.107 -0.963 2.354
H -0.472 0.544 1.122
H -1.292 0.348 2.728
H -0.480 2.768 1.515
H -1.360 2.637 3.018
H -2.736 3.190 0.331
H -3.195 3.539 2.032
H -4.351 1.646 0.507
H -3.949 1.277 2.243
H -2.844 0.575 -1.302
H -1.489 -0.425 -0.762
H -1.382 1.351 -0.854
C -4.066 -1.822 -5.151
C -4.599 -0.886 -4.074
N -3.551 -0.128 -3.507
C -2.450 -0.497 -2.751
C -1.569 0.582 -2.557
N -2.260 1.643 -3.030
C -3.345 1.242 -3.693
C -1.914 3.104 -2.886
H -3.166 -2.389 -4.912
H -3.773 -1.191 -5.990
H -4.940 -2.411 -5.430
H -5.111 -1.302 -3.207
H -5.298 -0.196 -4.546
H -2.362 -1.520 -2.415
H -0.594 0.707 -2.108
H -4.120 1.744 -4.253
H -1.197 3.181 -2.069
H -2.801 3.670 -2.600
H -1.521 3.363 -3.869
Cl 0.265 1.055 -1.043
```

Calculated values
* highest occupied orbital energy: -15.2 eV
* frontier orbital gap: 0.312 hartree
* net charge: +3
* multiplicity: 1



This record from the OMol25 dataset describes a cluster of 6 separate species, C33H71F4N7O8S4 in total. The level of theory is the ωB97M-V functional and the def2-TZVPD basis.

XYZ file:
```
127
Properties=species:S:1:pos:R:3
C 24.144 36.364 -10.572
C 24.622 35.082 -9.875
C 25.049 34.008 -10.862
C 23.900 33.226 -11.458
N 24.296 32.106 -12.352
C 23.072 31.357 -12.803
C 23.445 30.681 -14.120
C 24.750 31.384 -14.589
C 24.944 32.534 -13.625
C 25.174 31.123 -11.596
H 24.942 36.828 -11.156
H 23.707 37.069 -9.873
H 23.391 36.117 -11.329
H 23.745 34.787 -9.287
H 25.412 35.295 -9.159
H 25.726 33.327 -10.331
H 25.742 34.394 -11.619
H 23.277 33.933 -12.010
H 23.278 32.784 -10.678
H 22.658 30.681 -12.060
H 22.326 32.138 -12.972
H 23.644 29.630 -13.928
H 22.670 30.804 -14.868
H 25.566 30.673 -14.694
H 24.574 31.778 -15.589
H 25.972 32.842 -13.457
H 24.370 33.392 -13.976
H 26.127 31.612 -11.449
H 25.199 30.253 -12.245
H 24.633 30.925 -10.674
C 26.949 24.414 -7.443
C 27.972 25.512 -7.200
C 27.516 26.893 -7.658
C 28.695 27.828 -7.867
N 28.311 29.166 -8.418
C 29.549 30.061 -8.413
C 29.298 31.094 -7.337
C 27.792 31.267 -7.361
C 27.328 29.841 -7.440
C 27.709 29.071 -9.763
H 27.025 24.049 -8.476
H 25.919 24.754 -7.352
H 27.179 23.579 -6.785
H 28.918 25.290 -7.713
H 28.254 25.569 -6.147
H 26.873 27.361 -6.908
H 26.933 26.912 -8.580
H 29.406 27.401 -8.582
H 29.211 28.031 -6.928
H 29.640 30.525 -9.396
H 30.414 29.427 -8.250
H 29.835 32.037 -7.387
H 29.583 30.637 -6.383
H 27.442 31.813 -8.251
H 27.366 31.811 -6.521
H 26.316 29.619 -7.755
H 27.415 29.368 -6.463
H 28.337 28.397 -10.352
H 27.675 30.049 -10.217
H 26.742 28.578 -9.717
C 24.302 24.230 -9.537
C 24.648 24.038 -11.001
C 26.130 24.022 -11.363
C 26.297 23.919 -12.865
N 27.604 23.293 -13.312
C 27.679 21.819 -12.958
C 29.161 21.467 -12.901
C 29.886 22.795 -12.669
C 28.833 23.908 -12.713
C 27.684 23.422 -14.795
H 24.639 25.216 -9.206
H 24.917 23.520 -8.972
H 23.248 24.117 -9.314
H 24.203 24.843 -11.599
H 24.181 23.136 -11.418
H 26.607 23.189 -10.839
H 26.585 24.962 -11.038
H 26.281 24.915 -13.300
H 25.559 23.250 -13.307
H 27.107 21.245 -13.681
H 27.230 21.777 -11.971
H 29.436 20.966 -13.826
H 29.331 20.764 -12.088
H 30.600 22.960 -13.478
H 30.473 22.850 -11.756
H 29.156 24.766 -13.292
H 28.572 24.186 -11.695
H 27.758 24.478 -15.046
H 26.834 22.930 -15.252
H 28.638 23.001 -15.114
C 19.212 28.578 -10.524
C 19.282 29.013 -9.068
N 19.481 30.491 -8.988
C 20.567 31.178 -9.468
C 20.285 32.488 -9.348
N 19.037 32.579 -8.785
C 18.557 31.350 -8.640
C 18.303 33.824 -8.525
H 18.512 29.192 -11.095
H 18.802 27.570 -10.579
H 20.197 28.607 -10.983
H 20.173 28.613 -8.582
H 18.393 28.768 -8.496
H 21.417 30.659 -9.880
H 20.850 33.363 -9.612
H 17.530 31.095 -8.442
H 17.391 33.821 -9.117
H 18.914 34.674 -8.806
H 18.066 33.901 -7.468
N 25.529 28.318 -3.260
S 24.609 28.273 -4.578
O 25.077 29.168 -5.598
O 23.215 27.994 -4.537
F 25.212 26.870 -5.106
S 24.622 29.133 -2.221
O 23.499 28.507 -1.615
O 24.440 30.503 -2.621
F 25.706 29.204 -1.050
N 22.935 29.013 -10.107
S 23.241 27.723 -10.938
O 22.561 26.500 -10.674
O 24.627 27.634 -11.335
F 22.547 28.122 -12.346
S 23.360 28.498 -8.579
O 24.621 27.898 -8.317
O 22.240 28.015 -7.871
F 23.552 29.982 -8.054
```

Calculated values
* highest occupied orbital energy: -11.2 eV
* frontier orbital gap: 0.255 hartree
* net charge: +2
* multiplicity: 1



This record from the OMol25 dataset describes a cluster of 5 separate species, C33H71F5NO4PS in total. The level of theory is the ωB97M-V functional and the def2-TZVPD basis.

XYZ file:
```
116
Properties=species:S:1:pos:R:3
C -5.625 0.118 3.788
C -4.678 0.020 2.559
C -5.416 -0.120 1.205
C -4.662 -1.023 0.217
N -3.415 -0.326 -0.250
C -3.700 0.136 -1.618
O -3.829 -0.559 -2.526
O -3.842 1.493 -1.783
P -2.445 2.274 -1.134
C -2.917 3.202 0.397
C -1.745 3.419 -2.396
S -2.091 -1.377 -0.305
O -1.040 -0.800 -1.052
O -2.439 -2.597 -0.941
C -1.405 -1.855 1.363
F -0.452 -2.753 1.114
F -2.306 -2.473 2.089
C -0.729 -0.711 2.156
F -1.590 0.073 2.759
F 0.006 -1.276 3.099
F 0.071 0.018 1.439
H -5.622 -0.846 4.297
H -5.263 0.876 4.483
H -6.627 0.369 3.438
H -4.021 0.890 2.488
H -4.021 -0.839 2.721
H -6.438 -0.470 1.373
H -5.481 0.884 0.773
H -5.349 -1.176 -0.618
H -4.463 -2.014 0.627
H -3.613 4.012 0.157
H -1.990 3.552 0.851
H -3.392 2.474 1.054
H -2.430 4.245 -2.612
H -0.766 3.741 -2.041
H -1.582 2.857 -3.317
C -2.438 3.872 8.200
C -1.255 3.977 7.243
C -1.580 3.518 5.823
C -1.983 2.050 5.686
C -0.957 1.041 6.200
C 0.373 1.092 5.455
H -2.763 2.838 8.327
H -2.164 4.253 9.186
H -3.286 4.456 7.838
H -0.408 3.412 7.642
H -0.934 5.022 7.201
H -0.715 3.717 5.182
H -2.393 4.137 5.428
H -2.181 1.847 4.628
H -2.931 1.882 6.206
H -1.380 0.038 6.090
H -0.782 1.184 7.270
H 0.228 0.920 4.389
H 1.049 0.322 5.831
H 0.871 2.056 5.581
C 0.935 -4.380 -1.605
C 1.806 -3.140 -1.647
C 1.872 -2.482 -3.023
C 2.484 -3.346 -4.126
C 3.902 -3.845 -3.856
C 4.924 -2.721 -3.716
H 1.337 -5.167 -2.247
H 0.895 -4.774 -0.587
H -0.087 -4.159 -1.918
H 2.813 -3.384 -1.293
H 1.398 -2.418 -0.934
H 2.433 -1.546 -2.939
H 0.860 -2.196 -3.328
H 2.482 -2.769 -5.057
H 1.838 -4.210 -4.309
H 4.205 -4.487 -4.689
H 3.922 -4.474 -2.962
H 4.945 -2.099 -4.613
H 5.924 -3.133 -3.569
H 4.704 -2.081 -2.860
C 5.732 -7.040 -8.932
C 5.204 -7.855 -7.756
C 3.829 -8.470 -8.011
C 2.702 -7.464 -8.251
C 2.486 -6.452 -7.127
C 2.083 -7.092 -5.803
H 5.095 -6.180 -9.145
H 6.732 -6.663 -8.715
H 5.793 -7.653 -9.834
H 5.182 -7.231 -6.858
H 5.909 -8.665 -7.549
H 3.568 -9.113 -7.165
H 3.891 -9.132 -8.880
H 1.772 -8.019 -8.413
H 2.891 -6.920 -9.181
H 1.695 -5.762 -7.434
H 3.384 -5.844 -6.983
H 1.168 -7.677 -5.914
H 1.899 -6.322 -5.052
H 2.866 -7.748 -5.417
C 1.499 5.244 3.573
C 0.202 5.956 3.200
C 0.332 6.850 1.968
C 1.319 8.010 2.108
C 1.037 8.965 3.267
C -0.304 9.682 3.150
H 2.284 5.952 3.845
H 1.340 4.586 4.429
H 1.861 4.633 2.743
H -0.159 6.534 4.055
H -0.563 5.199 2.997
H -0.657 7.242 1.712
H 0.640 6.236 1.114
H 1.320 8.578 1.172
H 2.333 7.614 2.218
H 1.831 9.716 3.294
H 1.087 8.433 4.221
H -0.364 10.248 2.218
H -0.435 10.382 3.977
H -1.140 8.981 3.179
```

Calculated values
* highest occupied orbital energy: -8.3 eV
* frontier orbital gap: 0.319 hartree
* structure (SMILES): CCCCN(C(=O)OP(C)C)S(=O)(=O)C(F)(F)C(F)(F)F.CCCCCC.CCCCCC.CCCCCC.CCCCCC
* multiplicity: 1



This record from the OMol25 dataset describes a cluster of 11 separate species, C33H71N9O15 in total. The level of theory is the ωB97M-V functional and the def2-TZVPD basis.

XYZ file:
```
128
Properties=species:S:1:pos:R:3
C 0.281 -0.640 -8.691
C 1.476 0.285 -8.971
O 1.968 0.621 -7.668
C 1.137 0.166 -6.736
O 1.220 0.372 -5.515
O 0.148 -0.520 -7.303
H 0.541 -1.659 -8.974
H -0.649 -0.320 -9.162
H 1.129 1.083 -9.627
H 2.113 -0.338 -9.599
C 3.527 2.575 0.097
C 2.451 3.453 0.715
O 1.881 4.213 -0.306
C 2.692 4.071 -1.395
O 2.637 4.743 -2.398
O 3.689 3.212 -1.148
H 3.252 1.520 0.093
H 4.418 2.775 0.692
H 2.938 4.227 1.309
H 1.745 2.771 1.188
C 0.454 0.036 1.559
C 0.587 -0.072 0.049
O 1.076 -1.111 -0.346
N 0.268 0.915 -0.766
C 0.489 1.001 -2.165
H 1.008 0.894 1.942
H 0.835 -0.879 2.012
H -0.605 0.125 1.806
H -0.157 1.734 -0.355
H 0.879 0.093 -2.623
H 1.293 1.735 -2.227
H -0.435 1.282 -2.671
C 6.615 1.059 3.252
C 5.434 0.263 2.731
O 4.836 0.490 1.706
N 4.991 -0.664 3.600
C 3.725 -1.456 3.424
H 6.413 1.214 4.312
H 6.626 1.980 2.669
H 7.458 0.383 3.110
H 5.458 -0.706 4.494
H 2.878 -0.831 3.708
H 3.794 -2.431 3.906
H 3.524 -1.719 2.385
C -2.447 -6.387 -3.338
C -2.051 -5.401 -2.241
O -2.894 -5.069 -1.426
N -0.805 -4.901 -2.322
C -0.362 -3.898 -1.371
H -3.120 -5.759 -3.921
H -2.984 -7.302 -3.087
H -1.585 -6.829 -3.837
H -0.300 -5.005 -3.191
H -0.968 -2.993 -1.385
H 0.665 -3.599 -1.583
H -0.353 -4.363 -0.385
C -3.529 -3.305 5.859
C -2.490 -2.527 5.177
O -2.526 -1.310 5.377
N -1.483 -3.207 4.615
C -0.317 -2.571 4.025
H -3.432 -2.997 6.900
H -3.353 -4.373 5.725
H -4.571 -3.052 5.667
H -1.514 -4.216 4.652
H -0.396 -1.485 3.983
H -0.079 -3.074 3.088
H 0.536 -2.904 4.616
C -0.478 2.020 4.688
C 0.852 2.684 4.517
O 0.872 3.829 4.111
N 1.874 1.936 4.726
C 3.229 2.437 4.523
H -0.331 1.244 5.439
H -0.861 1.657 3.734
H -1.248 2.662 5.116
H 1.701 0.979 4.998
H 3.367 3.300 5.173
H 3.384 2.764 3.495
H 4.000 1.680 4.665
C -3.317 -0.469 0.646
C -4.723 -0.392 0.231
O -5.476 -1.354 0.353
N -5.202 0.697 -0.288
C -6.646 0.945 -0.698
H -3.231 -1.125 1.513
H -2.868 0.515 0.786
H -2.759 -1.009 -0.119
H -4.697 1.566 -0.187
H -6.743 0.769 -1.769
H -6.979 1.971 -0.537
H -7.257 0.318 -0.048
C -1.437 4.164 -1.363
C -1.951 3.659 0.000
O -1.187 3.076 0.767
N -3.227 3.836 0.333
C -3.910 3.360 1.491
H -1.555 3.299 -2.016
H -0.395 4.484 -1.344
H -2.149 4.950 -1.612
H -3.756 4.332 -0.370
H -4.935 3.150 1.184
H -3.867 4.179 2.208
H -3.396 2.507 1.934
C -1.926 2.529 -5.282
C -2.800 3.581 -4.601
O -2.767 4.774 -4.894
N -3.747 3.241 -3.737
C -4.081 1.868 -3.460
H -2.556 2.001 -5.999
H -1.495 1.893 -4.509
H -1.072 2.969 -5.796
H -4.147 3.920 -3.105
H -3.513 1.593 -2.571
H -3.867 1.204 -4.298
H -5.142 1.889 -3.213
C 4.131 -4.939 1.980
C 3.007 -4.190 1.324
O 1.835 -4.491 1.563
N 3.240 -3.252 0.458
C 4.490 -2.683 -0.042
H 3.912 -5.045 3.043
H 5.114 -4.470 1.950
H 4.247 -5.942 1.570
H 2.387 -2.826 0.127
H 4.925 -3.382 -0.756
H 5.176 -2.543 0.794
H 4.267 -1.739 -0.540
```

Calculated values
* expectation value of S²: 0.75
* highest occupied orbital energy (alpha / beta): 0.3 / -6.3 eV
* frontier orbital gap (alpha / beta): 0.045 / 0.287 hartree
* net charge: -1
* multiplicity: 2



Number 1: E_tot -2031.87820 hartree. Number 2: E_tot -4276.83384 hartree. Number 3: E_tot -2894.49531 hartree. Number 4: E_tot -2921.45890 hartree.